15
Properties=species:S:1:pos:R:3:mulliken_charge:R:1 method="wB97M-V/def2-TZVPD" smiles="C/C(C#N)=C/N.O" e_homo_ha=-0.329 charge=0 spin_multiplicity=1 total_energy_ev=-9304.4768 relative_energy_kj_mol=184.9 largest_force_ev_per_a=3.5 e_lumo_ev=0.6
C 1.59 1.05 -1.34 -1.135
C 0.98 0.01 -0.36 0.414
C 1.66 -0.57 0.68 -0.176
C -0.39 -0.28 -0.54 0.045
H -4.31 1.14 0.06 0.322
H -4.08 -0.38 0.26 0.347
H 0.96 1.04 -2.27 0.341
H 2.62 0.73 -1.59 0.326
H 1.64 2.11 -0.98 0.248
H 2.65 -0.19 0.91 0.353
H 1.52 -1.24 2.53 0.244
H 0.30 -1.79 1.60 0.251
N 1.25 -1.50 1.60 -0.487
N -1.54 -0.43 -0.60 -0.420
O -4.85 0.28 0.07 -0.675